16
Properties=species:S:1:pos:R:3:forces:R:3:nbo_charge:R:1 method="wB97M-V/def2-TZVPD" orbital_gap_ev="6.2 / 8.9" charge=+1 e_homo_ev="-13.01 / -13.84"
C 0.53079 -0.61365 0.51891 -0.372 0.615 -0.392 0.251
C -2.90238 1.08468 0.11837 -0.551 0.301 -3.282 -0.477
C 2.66472 -0.25914 -1.28191 -1.318 0.243 0.914 -0.835
N -1.92333 0.24562 -0.32659 4.386 -1.103 -1.242 -0.457
N 0.02111 -1.37537 1.38573 4.446 -1.679 1.174 -0.710
O 2.28417 1.29034 0.88272 0.218 0.323 -0.130 -0.822
S 2.38033 -0.08903 0.44209 -0.606 -0.278 1.518 1.327
H -3.28278 0.70259 0.96653 -1.500 -0.722 3.354 0.217
H -2.81643 2.12589 0.00788 0.374 1.446 0.304 0.213
H -3.67249 0.78069 -0.63220 -0.414 0.323 0.120 0.273
H 2.87489 0.66948 -1.73094 -0.119 1.187 -0.609 0.285
H 1.80432 -0.78348 -1.61373 -0.734 -0.236 -1.029 0.258
H 3.48026 -0.88146 -1.32448 2.091 -1.486 -0.362 0.258
H -1.12294 0.68363 -0.89645 -1.942 -0.337 0.767 0.337
H -0.91968 -1.52778 1.48865 -3.207 -0.028 -0.135 0.447
H 0.59944 -2.05300 1.99543 -0.750 1.431 -0.969 0.436

---

16
Properties=species:S:1:pos:R:3:forces:R:3:nbo_charge:R:1 method="wB97M-V/def2-TZVPD" orbital_gap_ev=8.2 charge=+1 e_homo_ev=-14.17
C -0.13987 -0.54048 -1.33381 3.199 -1.012 0.155 0.605
C -0.02001 -0.64741 1.66307 0.731 2.320 4.125 -0.439
C 0.15461 0.92392 -1.04715 0.118 0.164 3.061 -0.241
N 0.99874 -1.32901 -1.38042 -0.562 -0.076 -0.009 -0.799
N -0.64967 0.47058 1.06999 -1.942 -0.472 -3.683 -0.707
O -1.22390 -0.97995 -1.42922 -2.761 -0.239 -0.494 -0.528
S -0.86536 2.13721 -1.49687 -0.886 0.711 -1.686 0.353
H -0.22718 -1.60969 1.39157 -1.161 -2.116 -1.457 0.234
H 1.04009 -0.51517 1.65742 0.883 0.054 -0.005 0.197
H -0.33852 -0.52398 2.72205 0.628 -0.918 -0.145 0.224
H 0.95967 1.13484 -0.33473 0.495 0.113 -1.199 0.271
H 1.85033 -1.01038 -0.97466 0.532 0.363 -0.022 0.399
H 0.95436 -2.35942 -1.48691 -0.487 1.206 0.006 0.437
H -0.71277 1.30522 1.61163 0.249 0.474 0.592 0.399
H -1.60248 0.22068 0.73976 0.752 0.400 0.271 0.408
H -0.17802 3.32304 -1.37173 0.211 -0.972 0.491 0.188

---

15
Properties=species:S:1:pos:R:3:forces:R:3:nbo_charge:R:1 method="wB97M-V/def2-TZVPD" orbital_gap_ev=9.2 charge=0 smiles="C/N=C(/C)PN" e_homo_ev=-8.49
C -0.42551 1.30038 1.38458 -3.523 4.975 1.434 -0.432
N -0.32698 -0.04334 1.31102 0.583 -2.373 0.756 -0.447
C -0.29364 -0.63036 0.21895 -0.540 -0.544 -2.427 0.130
C -0.09407 -2.10853 0.11054 3.487 0.134 2.034 -0.687
P -0.49199 0.31391 -1.54900 0.225 -1.073 0.957 0.585
N 1.06029 1.12783 -1.43402 -1.164 0.189 -2.152 -1.138
H -0.81025 1.83790 0.48040 0.179 -0.548 0.147 0.174
H 0.50135 1.80083 1.61028 0.487 0.041 0.528 0.206
H -1.25376 1.66558 2.21171 2.226 -1.040 -1.621 0.202
H 0.29747 -2.32306 -0.85369 0.061 -0.661 -0.684 0.222
H 0.68323 -2.50571 0.90710 -0.853 1.302 -1.515 0.230
H -0.83688 -2.74772 0.43464 -2.482 -0.905 -0.022 0.240
H -0.23359 -0.89345 -2.36521 0.223 0.885 0.718 -0.063
H 1.24106 1.19445 -0.45143 0.577 0.845 0.092 0.387
H 0.98328 2.01129 -2.01588 0.512 -1.227 1.758 0.391

---

15
Properties=species:S:1:pos:R:3:forces:R:3:lowdin_spin:R:1 method="wB97M-V/def2-TZVPD" orbital_gap_ev="9.2 / 6.2" charge=0 e_homo_ev="-8.36 / -8.34" multiplicity=2
C 0.13738 0.03702 0.59100 -1.602 -2.160 0.958 0.051
C -0.84197 1.16595 -0.02278 0.099 -2.445 -0.321 0.093
S -0.44818 2.68672 0.84228 -0.540 -0.604 -0.501 0.809
N -0.21177 -1.35631 -0.03854 -3.887 -0.091 2.072 0.026
C 0.21626 -2.44479 -1.03336 -1.610 4.617 -1.773 0.002
N 1.60359 -2.44092 -1.09675 2.628 1.374 0.882 0.000
H -0.39573 -0.01689 1.64501 1.940 -0.163 -1.686 0.001
H 1.25328 0.18421 0.70260 -1.435 0.125 -0.436 0.003
H -0.74401 1.14261 -1.12718 0.071 0.607 0.597 -0.001
H -1.82635 0.56608 0.19732 1.314 2.014 -0.146 0.013
H -1.29711 -1.44563 0.05349 2.680 0.274 -0.071 0.001
H -0.10730 -3.46174 -0.81813 -0.632 0.391 0.486 0.001
H -0.26295 -1.96350 -1.96395 0.807 -1.876 0.578 0.000
H 1.97328 -1.46819 -1.36399 -0.813 -1.922 0.417 0.000
H 1.76503 -2.49289 -0.06385 0.982 -0.140 -1.054 0.000

---

15
Properties=species:S:1:pos:R:3:forces:R:3:nbo_charge:R:1 method="wB97M-V/def2-TZVPD" orbital_gap_ev=9.0 charge=+1 smiles="CC(=[NH2+])[C@H](N)S" e_homo_ev=-13.52
C -1.11403 -0.20342 -0.86022 -0.744 1.881 -0.601 -0.704
C -0.28715 -0.56746 0.29265 1.060 1.225 -0.189 0.459
N -0.44066 -1.74620 0.77104 -2.657 -1.425 -0.316 -0.663
C 0.72198 0.36255 0.86537 0.617 -0.274 -3.949 -0.095
N 0.64440 1.69045 0.52385 0.840 1.799 4.099 -0.821
S 2.13990 -0.58807 -0.20557 -0.309 -0.969 0.615 -0.084
H -1.53194 -1.12796 -1.22587 -0.338 0.003 -0.492 0.248
H -0.57587 0.35272 -1.73463 -0.961 -0.957 1.902 0.287
H -1.94739 0.43706 -0.39810 0.976 -0.594 -1.025 0.285
H -1.28418 -2.32564 0.57582 1.128 0.665 -0.519 0.438
H 0.08049 -2.13153 1.49062 1.350 -0.380 1.884 0.422
H 1.08100 0.22131 1.80279 0.393 -0.647 2.933 0.246
H 1.11783 2.40588 1.21725 -1.381 -2.070 -2.464 0.440
H 0.48986 1.92628 -0.40518 -0.111 0.851 -1.550 0.396
H 2.58071 0.46528 -0.84390 0.137 0.893 -0.329 0.148

---

15
Properties=species:S:1:pos:R:3:forces:R:3:nbo_charge:R:1 method="wB97M-V/def2-TZVPD" orbital_gap_ev=8.0 charge=0 smiles="[H]/N=C/N.C=CN" e_homo_ev=-7.63
H -1.36390 3.34758 -1.54718 -0.229 0.110 -0.954 0.345
N -1.80588 2.43574 -1.54095 -0.312 -0.746 1.461 -0.768
C -0.90962 1.53435 -1.65982 1.537 1.246 -0.535 0.298
N -0.91746 0.28651 -1.12941 -1.295 2.208 -1.001 -0.829
H 0.03659 1.81390 -2.16318 -0.015 -0.474 0.142 0.120
H -1.66219 0.25475 -0.44793 0.245 -1.392 -0.069 0.414
H -0.21047 -0.33023 -1.46191 -0.123 -0.821 0.659 0.418
C 0.31345 -2.17179 1.58043 0.450 -1.162 0.775 -0.652
C 0.49921 -0.85730 1.26974 -0.573 0.158 -1.294 0.090
N 1.62273 -0.29465 0.63875 0.736 -0.334 2.493 -0.772
H -0.35744 -2.86820 1.06492 -1.323 1.119 0.849 0.217
H 0.75932 -2.69351 2.43446 1.559 0.042 -1.085 0.213
H -0.35240 -0.18429 1.27466 -0.154 0.028 -1.042 0.161
H 2.43035 -0.90696 0.74928 -0.080 -0.150 -0.259 0.375
H 1.91771 0.63409 0.93814 -0.424 0.168 -0.139 0.371

---

15
Properties=species:S:1:pos:R:3:forces:R:3:nbo_charge:R:1 method="wB97M-V/def2-TZVPD" orbital_gap_ev=9.6 charge=0 smiles="[H]/N=C(/N)NCC" e_homo_ev=-8.73
H -0.49201 1.76652 -2.14764 0.007 0.011 -0.093 0.326
N -0.92341 0.85855 -2.29475 -0.066 0.152 -0.113 -0.774
C -0.89976 0.16960 -1.22325 -0.445 -0.402 0.160 0.579
N -1.56403 -1.05284 -1.17817 0.207 0.442 -0.088 -0.827
N -0.35577 0.57713 -0.01753 0.566 0.065 -0.088 -0.628
C 0.19482 -0.33558 0.99456 -0.171 0.472 0.064 -0.209
C 1.49541 0.25757 1.53674 -0.499 -0.079 -0.845 -0.613
H -1.08870 -1.76048 -0.64705 -0.150 -0.269 -0.057 0.371
H -1.85427 -1.32329 -2.10634 0.080 -0.185 0.095 0.398
H 0.24939 1.36641 -0.18691 0.013 0.048 0.173 0.373
H -0.53238 -0.41275 1.79896 -0.058 -0.298 0.142 0.193
H 0.38334 -1.32897 0.59216 0.027 -0.099 -0.108 0.173
H 2.00910 -0.44121 2.18740 -0.006 0.127 0.281 0.222
H 2.13417 0.45909 0.67036 0.158 0.052 0.236 0.204
H 1.24412 1.20028 2.02145 0.339 -0.038 0.243 0.211

---

15
Properties=species:S:1:pos:R:3:forces:R:3:nbo_charge:R:1 method="wB97M-V/def2-TZVPD" orbital_gap_ev=9.6 charge=0 e_homo_ev=-8.62
H -3.02610 -1.66404 -0.11626 1.765 0.946 -0.195 0.357
N -1.97425 -1.68855 -0.07743 -0.295 0.463 -0.465 -0.799
C -1.20188 -0.65501 0.06867 -2.243 -1.445 2.415 0.572
N -1.57888 0.70632 0.23322 0.172 -1.093 -0.563 -0.857
N 0.07055 -0.96538 0.55636 1.400 4.106 -1.344 -0.620
C 1.27480 0.06485 0.39151 0.351 -2.773 0.326 -0.242
C 1.44476 0.91575 -0.90583 -1.829 -1.500 1.893 -0.627
H -0.78652 1.20739 0.61643 -0.772 0.373 0.315 0.376
H -2.50961 0.82739 0.66417 1.182 0.014 -0.381 0.401
H 0.33388 -1.89856 0.39367 0.183 -1.105 -0.416 0.395
H 2.11175 -0.68855 0.31603 -0.544 0.958 0.564 0.203
H 1.36191 0.57820 1.36755 -0.032 0.060 -0.696 0.195
H 1.37816 0.15847 -1.67042 -0.402 0.426 -0.843 0.221
H 2.37467 1.38835 -0.94909 1.741 0.437 0.186 0.217
H 0.72676 1.71336 -0.88859 -0.676 0.133 -0.797 0.209

---

15
Properties=species:S:1:pos:R:3:forces:R:3:nbo_charge:R:1 method="wB97M-V/def2-TZVPD" orbital_gap_ev=8.9 charge=0 smiles="[H]/N=C/N.C=CN" e_homo_ev=-8.11
H 2.12028 2.45644 0.32957 -0.330 0.046 -0.032 0.337
N 1.84790 1.63061 -0.19835 1.253 -0.033 -0.775 -0.685
C 2.41553 0.62466 0.34756 -2.728 0.711 1.097 0.251
N 2.18718 -0.66400 -0.04475 0.657 -1.012 0.073 -0.827
H 2.61976 0.71234 1.42085 1.153 -0.334 -0.190 0.149
H 2.09031 -0.95106 -1.00562 -0.041 0.570 -0.174 0.397
H 2.64613 -1.36572 0.51235 0.045 0.020 -0.033 0.383
C -2.97640 0.40928 -0.26834 -0.595 0.335 0.722 -0.486
C -1.76668 -0.02731 0.04131 0.757 0.072 -0.818 0.001
N -1.21346 -1.22132 -0.42695 -0.083 -0.948 0.109 -0.850
H -3.24409 1.41960 0.01563 -0.126 -0.149 0.186 0.199
H -3.75811 -0.20923 -0.68652 0.163 -0.043 -0.377 0.191
H -1.06668 0.62764 0.54236 0.097 0.180 -0.096 0.188
H -0.21856 -1.35940 -0.38532 0.039 0.456 0.439 0.380
H -1.68310 -2.08253 -0.19380 -0.261 0.129 -0.133 0.372

---

16
Properties=species:S:1:pos:R:3:forces:R:3:nbo_charge:R:1 method="wB97M-V/def2-TZVPD" orbital_gap_ev=9.9 charge=0 smiles="CNN(C=O)NC" e_homo_ev=-8.99
C 1.06479 -2.04305 -0.24044 0.936 1.996 -0.261 -0.403
N 0.13315 -1.09219 0.28932 0.116 -0.134 3.680 -0.465
N 0.17745 0.03336 -0.48491 2.120 4.371 0.120 -0.201
C 1.26443 1.12224 -0.20686 -1.262 -3.132 0.587 0.516
O 2.29384 0.86819 0.38674 -1.882 0.901 -1.226 -0.550
N -1.01360 0.80390 -0.70582 0.616 -1.799 -0.234 -0.457
C -1.63564 1.34124 0.46473 -2.614 -1.809 -0.012 -0.444
H 0.81677 -2.08073 -1.24289 -0.180 -0.589 -2.213 0.198
H 2.10251 -1.77934 -0.14446 0.625 0.708 -0.078 0.180
H 1.03446 -2.95732 0.18750 -0.887 -3.029 1.539 0.193
H 0.38292 -0.93992 1.35072 -0.669 0.190 -2.501 0.335
H 0.78513 2.06163 -0.59826 1.131 -0.382 0.134 0.151
H -1.67918 0.15907 -1.11328 0.154 0.016 -0.481 0.360
H -2.41856 1.89994 0.03378 -0.807 1.636 -0.379 0.207
H -2.33937 0.63974 1.04417 1.915 0.388 0.076 0.181
H -0.96913 1.96323 0.97998 0.687 0.669 1.248 0.197

---

16
Properties=species:S:1:pos:R:3:forces:R:3:nbo_charge:R:1 method="wB97M-V/def2-TZVPD" orbital_gap_ev=8.3 charge=0 e_homo_ev=-7.38
C 1.23532 -0.00564 0.29329 -1.025 0.647 0.527 0.402
C -1.01160 -0.11762 -0.12538 -0.598 -0.773 -1.257 0.389
N 2.33744 0.63976 -0.23745 0.252 0.332 -0.299 -0.825
N -2.02050 -1.01240 0.19949 0.185 0.285 -0.155 -0.810
N -1.57913 1.10366 -0.59943 0.203 -0.147 0.602 -0.817
C 0.25670 -0.60156 -0.57466 0.007 -0.013 0.288 -0.622
O 1.66191 -0.61402 1.48859 -0.023 -0.191 -0.036 -0.722
H 1.16116 -1.43414 1.56940 -0.022 0.151 -0.013 0.483
H 0.02560 0.61723 0.88241 1.249 0.084 -0.089 0.026
H 2.21253 1.12544 -1.10869 -0.227 0.015 0.121 0.382
H 3.02766 1.05802 0.36766 -0.115 -0.285 0.136 0.388
H -0.85719 1.75111 -0.88092 0.042 -0.052 -0.034 0.382
H -2.95260 -0.83726 -0.14809 0.051 0.090 0.033 0.381
H -1.75207 -1.98222 0.23028 0.123 0.061 0.080 0.393
H -2.19166 1.55282 0.07271 0.018 -0.021 0.026 0.363
H 0.44644 -1.24315 -1.42922 -0.122 -0.184 0.069 0.207

---

16
Properties=species:S:1:pos:R:3:forces:R:3:nbo_charge:R:1 method="wB97M-V/def2-TZVPD" orbital_gap_ev=9.8 charge=0 smiles="NCNC(=O)CN" e_homo_ev=-8.97
N -0.98651 -2.10768 1.81363 0.305 -0.296 0.162 -0.876
C -0.72540 -0.72304 1.62479 0.788 0.165 -0.561 -0.048
N -0.36550 -0.44271 0.22710 -0.340 -0.132 -0.330 -0.625
C 0.56745 0.45333 -0.17711 0.351 0.004 0.580 0.645
O 1.28358 1.05978 0.60424 -0.109 0.021 -0.057 -0.638
C 0.65273 0.70223 -1.67438 -0.245 0.669 0.014 -0.310
N 0.83608 2.11358 -1.99367 0.353 -0.360 -0.295 -0.810
H -0.31990 -2.72988 1.39264 -0.078 -0.089 0.122 0.376
H -1.87322 -2.50629 2.04604 -0.190 0.334 -0.173 0.387
H 0.14801 -0.38746 2.18053 0.003 0.026 0.212 0.203
H -1.55309 -0.08660 1.90842 -0.403 -0.143 0.220 0.186
H -0.88576 -0.92471 -0.48755 -0.175 0.050 0.055 0.388
H -0.26039 0.37913 -2.14786 -0.382 -0.334 -0.237 0.184
H 1.47226 0.14705 -2.11513 0.172 -0.213 0.040 0.215
H 1.78846 2.36065 -1.76148 -0.062 0.252 0.141 0.365
H 0.22124 2.69263 -1.44020 0.011 0.047 0.107 0.357

---

So what do the calculations give for relative energy (zero: lowest compared OMol25 entry of this formula, charge and spin)? Going down the list: 179.5 65.7 36.6 60.9 35.2 88.2 4.6 30.2 39.1 95.1 102.4 14.6 kcal/mol.